Entry from the OMol25 dataset: a molecular structure, C23H28Cl2N4O2PdSSe3 (ωB97M-V with the def2-TZVPD basis set).

```
! wB97M-V def2-TZVPD RIJCOSX def2/J DEFGRID3
* xyz 0 3
Pd 0.423 -1.636 -0.240
C -0.285 -2.061 3.747
Se 0.747 -2.698 2.238
C 2.310 -1.557 2.491
C 3.437 -2.040 1.599
Se 2.968 -2.039 -0.316
C 3.331 -3.909 -0.680
H -0.383 -0.981 3.674
H 0.213 -2.363 4.664
H -1.262 -2.532 3.682
H 2.608 -1.625 3.537
H 2.006 -0.536 2.267
H 3.706 -3.069 1.828
H 4.310 -1.403 1.709
H 4.372 -4.110 -0.444
H 3.150 -4.063 -1.740
H 2.666 -4.541 -0.100
S 0.245 -1.296 -2.834
C -1.477 -1.205 -2.812
N -2.086 -0.110 -3.272
C -3.532 0.103 -3.217
C -4.119 -0.760 -2.117
C -3.664 -2.193 -2.329
N -2.207 -2.235 -2.414
H -1.480 0.653 -3.514
H -3.980 -0.146 -4.183
H -3.712 1.157 -3.022
H -5.207 -0.696 -2.123
H -3.736 -0.419 -1.154
H -4.090 -2.595 -3.251
H -3.976 -2.833 -1.507
H -1.691 -2.949 -1.914
Se 0.438 -6.313 0.304
C -0.029 -4.725 -0.300
N -0.385 -3.681 -0.714
Cl 1.315 0.957 -0.843
C 2.277 1.824 0.319
C 3.646 1.616 0.312
C 4.434 2.144 1.321
C 3.840 2.863 2.345
C 2.481 3.106 2.316
Cl 1.758 4.016 3.607
C 1.653 2.644 1.280
N 0.307 2.940 1.285
C -0.526 3.130 0.170
C -0.093 3.918 -0.894
C -0.919 4.160 -1.977
C -2.199 3.621 -2.003
C -2.618 2.815 -0.955
C -1.801 2.542 0.137
C -2.245 1.514 1.170
C -1.314 0.291 1.053
O -0.342 0.243 1.822
O -1.570 -0.535 0.110
H 4.078 1.010 -0.474
H 5.504 1.979 1.320
H 4.429 3.256 3.165
H -0.137 2.919 2.185
H 0.907 4.338 -0.861
H -0.571 4.787 -2.789
H -2.865 3.829 -2.834
H -3.607 2.365 -0.981
H -3.272 1.223 0.960
H -2.183 1.891 2.191
*
```

## Properties
- M (g/mol) = 838.78
- gap between HOMO and LUMO (spin up / spin down) (eV) = 7.79 / 6.34
- LUMO energy (spin up / spin down) (eV) = 0.4 / -1.2
- <S²> = 2.01
- calculated total energy (Eh) = -9913.53502
- energy above the lowest of the compared OMol25 structures with the same formula, charge and spin (kcal per mole) = 14.6

Charges computed using Mulliken, reported in e:
1. Pd 1.13
2. C -1.00
3. Se 0.21
4. C -0.19
5. C -0.99
6. Se 0.08
7. C -0.93
8. H 0.18
9. H 0.38
10. H 0.33
11. H 0.63
12. H -0.30
13. H 0.54
14. H 0.47
15. H 0.38
16. H 0.33
17. H 0.13
18. S -0.52
19. C 0.44
20. N -0.13
21. C -0.62
22. C -0.23
23. C -0.83
24. N 0.12
25. H 0.25
26. H 0.38
27. H 0.24
28. H 0.51
29. H -0.12
30. H 0.32
31. H 0.44
32. H 0.26
33. Se -0.21
34. C 0.07
35. N -0.68
36. Cl 0.01
37. C 0.72
38. C -0.92
39. C -0.51
40. C -0.61
41. C 0.62
42. Cl -0.24
43. C -0.77
44. N 0.03
45. C -0.11
46. C 0.05
47. C -0.74
48. C -0.85
49. C -0.74
50. C 0.69
51. C -1.51
52. C 0.49
53. O -0.48
54. O -0.59
55. H 0.51
56. H 0.43
57. H 0.44
58. H 0.38
59. H 0.46
60. H 0.41
61. H 0.43
62. H 0.51
63. H 0.50
64. H 0.32